{
  "formula": "C40H35F6OP2Ru",
  "method": "ωB97M-V/def2-TZVPD",
  "species": ["C", "C", "C", "C", "C", "C", "P", "C", "C", "C", "C", "C", "C", "Ru", "P", "C", "C", "C", "C", "C", "C", "C", "C", "C", "C", "C", "C", "C", "C", "C", "C", "C", "C", "C", "C", "C", "C", "C", "C", "H", "H", "H", "H", "H", "H", "H", "H", "H", "H", "H", "H", "H", "H", "H", "H", "H", "H", "H", "H", "H", "H", "H", "H", "H", "H", "H", "H", "H", "H", "H", "H", "C", "C", "O", "C", "F", "F", "F", "C", "F", "F", "F", "H", "H", "H"],
  "positions_angstrom": [[-1.833, 0.598, -4.349], [-0.832, -0.274, -3.909], [-0.883, -1.631, -4.273], [-1.902, -2.094, -5.103], [-2.854, -1.200, -5.604], [-2.819, 0.140, -5.225], [0.312, 0.286, -2.611], [1.820, -0.736, -2.848], [2.184, -1.664, -1.860], [3.323, -2.455, -2.013], [4.110, -2.328, -3.160], [3.763, -1.394, -4.142], [2.626, -0.599, -3.988], [-0.640, 0.504, -0.577], [-2.530, -0.410, 0.309], [-2.883, -1.932, -0.623], [-3.984, -2.016, -1.486], [-4.100, -3.127, -2.318], [-3.142, -4.145, -2.292], [-1.999, -4.016, -1.501], [-1.869, -2.910, -0.661], [-2.728, -0.919, 2.059], [-2.440, 0.006, 3.079], [-2.598, -0.349, 4.424], [-3.024, -1.630, 4.789], [-3.268, -2.557, 3.777], [-3.131, -2.209, 2.435], [-3.775, 0.925, 0.082], [-3.218, 2.144, -0.308], [-4.014, 3.170, -0.808], [-5.406, 3.050, -0.738], [-5.981, 1.901, -0.172], [-5.171, 0.830, 0.241], [0.820, 2.003, -3.013], [0.851, 2.500, -4.323], [1.185, 3.844, -4.530], [1.446, 4.688, -3.442], [1.356, 4.200, -2.137], [1.047, 2.857, -1.926], [-2.096, 1.007, 2.815], [-2.386, 0.384, 5.199], [-3.149, -1.891, 5.844], [-3.572, -3.563, 4.055], [-3.334, -2.957, 1.673], [-4.706, -1.198, -1.524], [-4.936, -3.185, -3.016], [-3.270, -5.035, -2.906], [-1.200, -4.757, -1.533], [-0.960, -2.763, -0.064], [-2.110, 2.231, -0.273], [-3.537, 4.053, -1.240], [-6.031, 3.862, -1.110], [-7.069, 1.837, -0.077], [-5.621, -0.063, 0.679], [0.621, 1.847, -5.168], [1.243, 4.230, -5.548], [1.721, 5.730, -3.607], [1.528, 4.844, -1.272], [0.907, 2.460, -0.906], [1.570, -1.745, -0.960], [3.583, -3.164, -1.224], [4.997, -2.952, -3.279], [4.386, -1.285, -5.033], [2.362, 0.135, -4.748], [-0.123, -2.322, -3.909], [-1.953, -3.153, -5.365], [-3.627, -1.556, -6.291], [-3.554, 0.846, -5.604], [-1.855, 1.623, -3.979], [-1.149, 1.540, -1.631], [-1.737, -0.037, -1.553], [1.049, 1.084, 2.662], [1.617, 0.086, 1.674], [0.902, -0.252, 0.556], [3.028, 0.601, 1.194], [3.861, 0.933, 2.218], [3.693, -0.268, 0.398], [2.849, 1.738, 0.451], [1.834, -1.289, 2.426], [2.579, -1.161, 3.560], [0.617, -1.780, 2.808], [2.409, -2.251, 1.666], [0.906, 2.045, 2.161], [1.750, 1.201, 3.497], [0.086, 0.721, 3.031]],
  "forces_ev_per_a": [[-2.14, 0.79, -1.35], [0.76, -0.87, 1.03], [-0.33, -1.02, -0.77], [1.94, -0.84, 1.26], [-1.06, 0.77, -0.64], [0.38, 1.15, 0.61], [2.79, -0.14, -2.28], [0.05, -0.37, 0.28], [-0.36, -0.01, -0.01], [-0.09, 0.06, -0.08], [-0.19, 0.09, 0.15], [-0.12, 0.04, 0.02], [0.00, -0.01, -0.06], [2.27, -1.45, 3.53], [-2.70, -1.32, 2.21], [-0.10, 0.14, -0.62], [0.39, -0.02, 0.13], [-0.06, -0.11, -0.19], [0.07, 0.14, -0.05], [-0.06, 0.21, 0.28], [-0.04, 0.28, -0.11], [0.54, 0.06, 0.55], [-0.15, -0.20, 0.08], [0.03, 0.21, -0.17], [0.16, 0.25, -0.48], [-0.10, 0.05, 0.25], [0.10, -0.06, -0.28], [0.00, -0.06, 0.06], [-0.10, -0.14, -0.40], [-0.01, 0.16, 0.26], [0.32, -0.26, 0.03], [0.25, -0.12, 0.08], [0.05, 0.13, -0.32], [-0.50, 0.03, -0.31], [0.25, 0.23, 0.21], [0.00, -0.09, 0.09], [-0.02, -0.22, -0.13], [0.09, -0.36, 0.19], [-0.15, 0.05, -0.06], [-0.17, -0.16, 0.16], [-0.03, -0.11, -0.20], [0.07, 0.06, -0.45], [0.01, 0.14, -0.21], [0.01, 0.08, 0.16], [0.09, -0.33, 0.01], [0.12, -0.11, 0.31], [0.02, 0.25, 0.05], [-0.31, 0.09, 0.04], [-0.34, -0.20, -0.10], [-0.82, 0.43, -0.06], [-0.27, -0.17, 0.30], [0.10, -0.27, 0.13], [0.46, -0.03, 0.03], [0.09, 0.19, -0.23], [0.17, 0.23, 0.14], [-0.03, -0.07, 0.29], [-0.14, -0.31, -0.02], [-0.01, -0.14, -0.38], [0.39, 0.41, -0.44], [0.35, -0.07, -0.28], [-0.02, 0.25, -0.30], [-0.26, 0.23, 0.00], [-0.24, 0.00, 0.30], [0.17, -0.14, 0.07], [-0.16, 0.19, -0.06], [0.05, 0.37, 0.09], [0.25, 0.14, 0.22], [0.06, -0.23, 0.10], [0.06, -0.14, -0.24], [-0.43, 1.75, -1.42], [-0.17, -0.19, -0.34], [-0.31, 0.11, -0.18], [2.11, -1.04, 0.43], [-1.95, 0.89, -0.66], [0.93, 0.50, -0.05], [-0.92, -0.39, -0.84], [-0.67, 0.50, 0.61], [-0.08, -0.65, 0.43], [0.02, -0.61, 0.89], [-0.65, 0.03, -1.17], [0.71, 0.45, -0.33], [-0.39, 0.83, 0.33], [0.04, -0.03, 0.12], [-0.27, 0.06, -0.20], [0.22, 0.03, 0.01]],
  "e_tot_ev": -81539.265,
  "s_squared": 8.783,
  "charge": 2,
  "lumo_ev": [-6.3989, -10.7189],
  "e_homo_ev": [-11.973, -14.146],
  "gap_ev": [5.57, 3.43],
  "spin_multiplicity": 6
}

=====

{
  "formula": "C13H8CoN9O2S2Te",
  "method": "ωB97M-V/def2-TZVPD",
  "species": ["Co", "O", "C", "O", "C", "C", "C", "C", "C", "C", "S", "H", "H", "H", "H", "N", "C", "N", "N", "N", "N", "C", "N", "N", "N", "N", "H", "Te", "C", "C", "C", "C", "S", "H", "H", "H"],
  "positions_angstrom": [[0.905, 0.501, -0.591], [-1.453, 2.790, 1.855], [-0.807, 2.501, 0.851], [-0.377, 1.306, 0.639], [-0.535, 3.615, -0.168], [-1.064, 4.854, 0.220], [-0.963, 5.995, -0.548], [-0.303, 5.914, -1.771], [0.230, 4.711, -2.176], [0.141, 3.531, -1.405], [0.892, 2.137, -2.179], [-1.572, 4.870, 1.175], [-1.390, 6.930, -0.203], [-0.201, 6.788, -2.407], [0.748, 4.643, -3.125], [2.405, -2.509, -0.342], [1.294, -2.438, -1.154], [0.843, -3.476, -1.837], [-0.264, -3.005, -2.454], [-0.446, -1.762, -2.178], [0.538, -1.356, -1.333], [3.018, -1.454, 0.300], [4.141, -1.592, 0.984], [4.394, -0.346, 1.448], [3.474, 0.473, 1.077], [2.571, -0.201, 0.324], [2.884, -3.390, -0.317], [-1.200, -1.241, 1.775], [-1.649, -3.282, 1.723], [-2.868, -3.900, 1.857], [-2.803, -5.314, 1.752], [-1.526, -5.752, 1.533], [-0.423, -4.458, 1.446], [-3.779, -3.339, 2.011], [-3.657, -5.973, 1.823], [-1.199, -6.771, 1.393]],
  "forces_ev_per_a": [[0.02, 0.01, 0.03], [-0.07, 0.03, 0.03], [0.04, -0.14, -0.01], [0.08, 0.09, -0.16], [-0.03, 0.05, 0.04], [0.02, -0.03, -0.01], [0.00, 0.00, 0.01], [0.00, -0.02, 0.00], [-0.01, 0.05, 0.01], [0.03, -0.07, -0.02], [-0.06, 0.09, 0.04], [0.00, 0.01, 0.00], [0.00, 0.00, -0.01], [0.00, 0.00, 0.00], [0.00, -0.01, 0.00], [-0.04, 0.04, -0.01], [0.07, -0.02, 0.04], [-0.05, -0.08, 0.07], [0.06, 0.14, -0.08], [-0.03, -0.13, 0.06], [-0.03, 0.03, -0.04], [-0.02, -0.10, -0.01], [0.08, 0.03, -0.04], [-0.17, 0.01, 0.06], [0.18, -0.02, -0.08], [-0.08, 0.03, 0.02], [0.02, 0.00, 0.00], [-0.05, 0.01, 0.04], [0.16, -0.01, -0.05], [-0.11, -0.10, -0.01], [0.03, 0.13, 0.02], [0.01, -0.09, -0.04], [-0.06, 0.07, 0.07], [0.01, -0.01, 0.00], [0.00, 0.01, 0.00], [0.00, 0.01, 0.00]],
  "e_tot_ev": -97709.451,
  "s_squared": 6.017,
  "charge": -2,
  "lumo_ev": [4.3143, 3.3453],
  "e_homo_ev": [-2.154, -2.210],
  "gap_ev": [6.47, 5.56],
  "spin_multiplicity": 5,
  "de_lowest_kj_mol": 0.0
}

=====

{
  "formula": "C3H13O4S",
  "method": "ωB97M-V/def2-TZVPD",
  "species": ["C", "O", "C", "C", "S", "H", "H", "H", "H", "H", "H", "H", "H", "H", "O", "H", "H", "O", "H", "H", "O"],
  "positions_angstrom": [[0.594, -1.143, -1.153], [1.342, -0.919, -0.011], [-0.793, -0.469, -1.260], [-1.682, -0.942, -0.118], [-3.178, 0.080, 0.156], [0.380, -2.222, -1.309], [1.161, -0.836, -2.050], [-0.757, 0.618, -1.295], [-1.258, -0.782, -2.205], [-1.155, -0.939, 0.830], [-2.119, -1.919, -0.338], [-2.519, 1.089, 0.763], [1.835, 0.721, -0.586], [2.399, 2.154, -0.711], [1.771, 1.555, -1.121], [1.659, -0.245, 2.712], [1.021, -0.528, 1.264], [0.794, -0.461, 2.343], [0.330, 1.905, 0.610], [0.223, 1.235, 1.992], [-0.045, 2.047, 1.486]],
  "forces_ev_per_a": [[-0.07, -0.11, -0.27], [0.07, 0.73, -0.54], [-0.08, -0.37, 0.22], [-0.56, 0.42, -0.08], [0.16, 0.27, 0.07], [0.15, -0.04, 0.16], [-0.03, -0.01, -0.04], [0.29, 0.09, 0.21], [0.10, 0.04, -0.02], [0.14, -0.30, -0.01], [0.37, -0.15, 0.19], [-0.12, -0.07, -0.10], [-0.24, -0.40, -0.09], [0.04, 0.06, 0.00], [0.16, 0.20, 0.21], [-0.12, -0.13, 0.13], [-0.56, -0.84, 0.67], [0.48, 0.61, -0.58], [0.07, -0.05, -0.16], [-0.22, 0.24, -0.42], [0.00, -0.18, 0.44]],
  "e_tot_ev": -22348.607,
  "charge": -1,
  "lumo_ev": 3.3983,
  "e_homo_ev": -4.629,
  "gap_ev": 8.03,
  "de_lowest_kj_mol": 0.0
}

=====

{
  "formula": "C24H43BrHfP2",
  "method": "ωB97M-V/def2-TZVPD",
  "species": ["Hf", "C", "C", "C", "C", "C", "C", "H", "H", "H", "C", "H", "H", "H", "C", "H", "H", "H", "C", "H", "H", "H", "C", "H", "H", "H", "C", "C", "C", "C", "C", "C", "C", "C", "H", "H", "H", "H", "H", "H", "H", "H", "H", "H", "H", "H", "P", "P", "C", "C", "H", "H", "H", "H", "C", "H", "H", "H", "C", "H", "H", "H", "C", "H", "H", "H", "C", "H", "H", "H", "Br"],
  "positions_angstrom": [[-0.667, 1.676, 0.058], [-0.165, 0.200, 3.744], [0.874, 0.722, 2.941], [-0.972, 2.114, 2.682], [-1.317, 0.979, 3.517], [0.418, 1.918, 2.331], [0.003, -0.848, 4.808], [0.634, -1.664, 4.438], [-0.939, -1.308, 5.134], [0.517, -0.423, 5.700], [-2.610, 0.713, 4.149], [-2.707, -0.380, 4.252], [-3.426, 1.070, 3.520], [-2.681, 1.176, 5.138], [-1.579, 3.458, 2.667], [-0.972, 4.185, 3.224], [-2.587, 3.446, 3.101], [-1.728, 3.876, 1.655], [1.209, 2.935, 1.634], [1.522, 3.719, 2.306], [0.613, 3.393, 0.808], [2.101, 2.481, 1.229], [2.261, 0.247, 2.857], [2.999, 0.957, 3.238], [2.529, 0.056, 1.817], [2.435, -0.701, 3.363], [0.363, -1.959, 1.277], [1.434, -2.581, 1.774], [2.431, -3.380, 1.101], [2.649, -2.837, -0.340], [3.243, -1.498, -0.142], [2.690, -0.341, -0.441], [1.169, -0.191, -0.632], [0.187, -1.232, -0.055], [2.253, -4.472, 1.159], [1.769, -2.906, -0.961], [3.412, -3.203, 1.576], [-0.049, -1.968, -0.905], [-0.524, -1.828, 1.952], [1.550, -2.561, 2.829], [-0.829, -0.805, 0.086], [1.095, 0.975, -0.239], [3.218, 0.614, -0.387], [0.935, -0.282, -1.688], [3.395, -3.446, -0.853], [4.253, -1.539, 0.252], [-1.194, -1.496, -2.905], [-1.127, 1.712, -2.522], [-1.193, -0.578, -4.494], [-1.666, 0.861, -4.301], [-1.869, -1.114, -5.178], [-0.193, -0.640, -4.968], [-1.238, 1.502, -5.088], [-2.756, 0.938, -4.440], [-1.627, 3.383, -3.109], [-1.075, 4.116, -2.521], [-2.696, 3.538, -2.956], [-1.399, 3.540, -4.172], [0.602, 1.817, -3.170], [0.598, 2.049, -4.246], [1.150, 0.880, -3.016], [1.106, 2.623, -2.627], [-2.876, -2.266, -3.045], [-3.088, -2.770, -2.087], [-2.857, -3.018, -3.861], [-3.648, -1.505, -3.261], [-0.231, -3.002, -3.456], [0.538, -2.728, -4.202], [-0.926, -3.731, -3.915], [0.247, -3.465, -2.573], [-2.986, 0.794, 0.439]],
  "forces_ev_per_a": [[-1.59, -1.57, 4.86], [-0.52, 0.60, -0.07], [-0.01, -0.01, 0.35], [1.41, -0.75, -1.13], [1.24, 0.23, 0.20], [-1.77, -0.66, -1.07], [0.30, -0.27, -0.04], [-0.08, 0.09, 0.19], [0.21, 0.29, -0.09], [-0.42, -0.23, -0.57], [-0.49, -0.49, -0.23], [-0.23, 0.43, 0.20], [-0.09, 0.05, 0.18], [-0.07, -0.06, -0.03], [-0.91, 0.65, 0.14], [-0.17, -0.08, -0.12], [0.21, 0.05, -0.09], [0.02, 0.16, -0.10], [0.42, -0.70, 0.22], [-0.12, 0.88, -0.20], [0.07, 0.78, -0.36], [0.46, 0.08, -0.36], [0.76, -0.45, -0.20], [-0.18, 0.16, 0.13], [0.05, 0.11, 0.12], [-0.14, 0.16, 0.19], [-0.42, 1.16, 0.46], [-1.44, -0.13, 0.28], [2.25, 0.17, -1.60], [0.33, -1.22, 0.80], [0.51, -0.02, -0.92], [-1.13, 0.81, 0.64], [0.94, 0.06, -0.08], [-0.92, -1.61, 0.27], [-0.24, 0.62, -0.02], [-0.27, 0.29, -0.03], [-0.26, -0.42, 0.18], [0.48, 1.25, 1.17], [1.25, 0.42, -0.37], [-0.65, -0.82, 1.03], [0.03, 0.32, -0.43], [0.70, -2.15, -0.76], [0.08, -0.42, 0.12], [-0.13, 0.83, -0.14], [0.09, -0.07, 0.04], [0.20, 0.24, -0.32], [-0.41, -0.84, -1.45], [0.27, 0.20, -4.92], [0.27, 0.16, -0.27], [-0.79, -0.47, 0.48], [0.11, 0.28, 0.08], [-0.40, 0.24, 0.42], [0.05, 0.18, 0.77], [0.28, -0.02, 0.50], [-0.24, 0.27, 0.48], [-0.10, 0.30, -0.06], [0.02, 0.07, 0.04], [0.03, -0.20, 0.36], [0.50, -0.02, 0.34], [-0.02, 0.06, 0.53], [-0.07, 0.44, -0.23], [0.34, -0.03, -0.18], [-0.09, 0.04, 0.33], [-0.21, 0.16, -0.46], [-0.13, 0.50, 0.48], [0.32, -0.39, 0.28], [0.08, -0.03, 0.32], [-0.23, -0.13, 0.48], [0.51, 0.33, 0.26], [-0.12, 0.00, -0.58], [0.26, 0.15, -0.44]],
  "e_tot_ev": -115492.397,
  "charge": 2,
  "lumo_ev": [-8.1165, -8.1187],
  "e_homo_ev": [-13.318, -13.317],
  "gap_ev": [5.20, 5.20],
  "de_lowest_kj_mol": 94.9
}